Entry 1:
{"formula": "C2H2N3OP", "method": "wB97M-V/def2-TZVPD", "elements": ["C", "C", "N", "N", "N", "O", "P", "H", "H"], "coordinates": [[1.20, 0.34, 0.82], [-0.50, 0.00, -0.49], [-0.16, 0.35, 0.80], [1.71, 0.06, -0.37], [0.60, -0.20, -1.15], [-3.00, -0.92, 0.44], [-2.22, 0.30, 0.36], [1.74, 0.58, 1.67], [0.63, -0.51, -2.07]], "mulliken_charge": [-0.08, 0.19, -0.29, -0.60, 0.21, -0.44, 0.35, 0.44, 0.21], "e_tot_ev": -17911.49987, "homo_ev": -9.65, "de_lowest_kj_mol": 112.1}

***

Entry 2:
{"formula": "C3H6N2O2S", "method": "wB97M-V/def2-TZVPD", "elements": ["C", "C", "C", "H", "H", "H", "H", "H", "H", "N", "N", "O", "O", "S"], "coordinates": [[2.72, -0.41, 0.10], [0.49, 0.87, -0.12], [-1.94, -0.08, 0.03], [2.94, 0.40, -0.50], [3.06, -0.12, 1.10], [3.65, -1.13, -0.26], [-1.30, 1.88, -0.54], [-0.29, -1.37, 0.34], [-2.34, -1.97, 0.80], [-0.83, 0.93, -0.37], [-1.53, -1.25, 0.40], [1.32, 1.69, 0.46], [-3.09, 0.29, -0.06], [1.08, -0.85, -0.28]], "mulliken_charge": [-0.79, 0.54, 0.48, 0.34, 0.33, 0.26, 0.30, 0.34, 0.24, -0.21, -0.48, -0.58, -0.61, -0.17], "e_tot_ev": -21116.51334, "homo_ev": -9.95, "de_lowest_kj_mol": 321.9}

***

Entry 3:
{"formula": "C2H7NS", "method": "wB97M-V/def2-TZVPD", "elements": ["C", "C", "S", "N", "H", "H", "H", "H", "H", "H", "H"], "coordinates": [[-1.07, -0.31, 0.17], [0.34, -0.37, -0.42], [1.49, 0.79, 0.40], [-2.04, -0.84, -0.77], [-1.29, 0.74, 0.33], [-1.12, -0.82, 1.13], [0.28, -0.07, -1.46], [0.77, -1.37, -0.40], [2.00, -0.11, 1.26], [-2.99, -0.52, -0.63], [-2.03, -1.85, -0.83]], "mulliken_charge": [-0.35, -0.71, -0.22, -0.57, 0.38, 0.25, 0.35, 0.35, 0.11, 0.21, 0.20], "e_tot_ev": -14512.62709, "homo_ev": -9.01, "de_lowest_kj_mol": 3.3}

***

Entry 4:
{"formula": "C9H8NO2S", "method": "wB97M-V/def2-TZVPD", "elements": ["C", "C", "C", "C", "C", "C", "C", "C", "C", "N", "O", "O", "S", "H", "H", "H", "H", "H", "H", "H", "H"], "coordinates": [[-2.74, 2.24, 1.38], [-2.92, 1.40, 0.52], [1.02, 0.75, -0.70], [1.47, -1.07, 0.73], [-0.30, 0.64, -0.57], [0.14, -1.34, 0.77], [1.97, -0.12, -0.18], [-0.76, -0.56, 0.11], [3.39, -0.18, -0.72], [-2.12, -0.92, 0.03], [-2.57, -1.95, 0.46], [-4.67, -0.43, -0.40], [-3.41, 0.21, -0.71], [-2.27, 3.13, 1.62], [1.36, 1.53, -1.33], [2.11, -1.88, 1.08], [-1.07, 1.30, -1.00], [-0.10, -2.20, 1.41], [3.56, -0.33, -1.84], [3.99, 0.80, -0.49], [3.92, -1.02, -0.16]], "mulliken_charge": [0.24, -0.46, -0.99, -0.77, -0.29, -0.37, 0.71, 0.97, -1.19, 0.55, -0.40, -0.42, 0.51, 0.36, 0.43, 0.29, 0.44, 0.41, 0.32, 0.32, 0.34], "e_tot_ev": -25868.95107, "homo_ev": [-13.95, -13.95], "total_charge": 1, "de_lowest_kj_mol": 473.7}